One molecule with the formula C6H9N, computed with ωB97M-V/def2-TZVPD.

## Properties
SMILES: Cc1c[nH]c(C)c1
Multiplicity: 1
HOMO-LUMO gap, eV: 8.760
Charge: 0

Each atom is followed by the atoms it is bonded to, with distances in Å.
Atoms and positions in Å:
1 C -0.0995 2.1386 1.3080  C2 1.498, H8 1.099, H9 1.090, H10 1.094
2 C 0.2408 1.1908 0.1988  C1 1.498, C3 1.366, C7 1.430
3 C 1.3830 0.4479 0.2952  C2 1.366, N4 1.371, H11 1.082
4 N 1.1528 -0.7743 -0.2820  C3 1.371, C5 1.373, H12 1.006
5 C -0.1301 -0.8177 -0.7703  N4 1.373, C6 1.491, C7 1.372
6 C -0.7736 -2.1033 -1.1655  C5 1.491, H13 1.099, H14 1.093, H15 1.093
7 C -0.6918 0.4159 -0.5595  C2 1.430, C5 1.372, H16 1.085
8 H -0.2767 1.4795 2.1694  C1 1.099
9 H -1.0139 2.7110 1.1508  C1 1.090
10 H 0.7252 2.8001 1.5876  C1 1.094
11 H 2.3025 0.6862 0.8124  C3 1.082
12 H 1.7172 -1.5831 -0.0829  N4 1.006
13 H -0.9977 -2.6877 -0.2627  C6 1.099
14 H -1.7228 -1.9117 -1.6715  C6 1.093
15 H -0.1439 -2.7145 -1.8175  C6 1.093
16 H -1.6716 0.7223 -0.9102  C7 1.085

And the Löwdin charges, in e, turn out to be: -0.069, -0.303, -0.108, 0.052, -0.336, -0.043, -0.024, 0.081, 0.070, 0.073, 0.117, 0.149, 0.081, 0.078, 0.073, 0.108

---

A 2-piece molecular cluster, C32H60BN2O7PSi overall, computed with ωB97M-V/def2-TZVPD.

## Properties
Multiplicity: 1
HOMO-LUMO gap, eV: 4.889
Charge: 0

Each atom is followed by the atoms it is bonded to, with distances in Å.
Atoms and positions in Å:
1 C -2.8916 4.4309 -1.2606  O2 1.414, H36 1.089, H37 1.093, H38 1.093
2 O -2.0214 3.4212 -0.7877  C1 1.414, B3 1.378
3 B -2.5315 2.1786 -0.4815  O2 1.378, O4 1.392, P5 2.028
4 O -3.3539 1.5519 -1.4135  B3 1.392, H39 0.960
5 P -1.8682 1.2617 1.2016  B3 2.028, C6 1.962, C10 1.972, C17 1.969, C24 1.987, C30 2.002
6 C -3.6245 1.0816 2.0584  P5 1.962, C7 1.545, H40 1.094, H41 1.092
7 C -5.0078 1.2616 1.3943  C6 1.545, C8 1.528, H42 1.098, H43 1.095
8 C -5.6348 0.0436 0.7187  C7 1.528, O9 1.424, H44 1.095, H45 1.092
9 O -5.4910 -0.0063 -0.6973  C8 1.424, H46 0.959
10 C -1.9815 -0.5213 0.3659  P5 1.972, C11 1.521, H47 1.093, H48 1.090
11 C -0.7576 -1.4203 0.4530  C10 1.521, O12 1.457, H49 1.093, H50 1.094
12 O -1.1561 -2.7853 0.7720  C11 1.457, Si13 1.640
13 Si -0.0658 -3.9298 1.2101  O12 1.640, C14 1.890, C15 1.868, C16 1.877
14 C 1.7273 -3.3983 0.9358  Si13 1.890, H51 1.090, H52 1.087, H53 1.095
15 C -0.2746 -4.3107 3.0265  Si13 1.868, H54 1.089, H55 1.090, H56 1.091
16 C -0.3704 -5.4873 0.2078  Si13 1.877, H57 1.090, H58 1.091, H59 1.092
17 C -1.8429 3.0360 2.0547  P5 1.969, O18 1.439, H60 1.094, H61 1.099
18 O -0.6901 3.8685 1.8316  C17 1.439, C19 1.370
19 C -0.6932 5.0690 2.4916  O18 1.370, O20 1.423, H62 1.102, H63 1.097
20 O -0.9129 6.1125 1.5496  C19 1.423, C21 1.402
21 C -0.3422 7.3471 1.8906  O20 1.402, C22 1.517, H64 1.102, H65 1.090
22 C -1.0558 8.0996 2.9971  C21 1.517, O23 1.425, H66 1.093, H67 1.092
23 O -0.6522 7.7570 4.3206  C22 1.425, H68 0.961
24 C -1.1175 0.4592 2.8570  P5 1.987, C25 1.401, C29 1.397
25 C -0.3283 1.1913 3.7540  C24 1.401, C26 1.393, H69 1.079
26 C 0.1508 0.6534 4.9460  C25 1.393, C27 1.384, H70 1.084
27 C -0.1563 -0.6505 5.2951  C26 1.384, C28 1.385, H71 1.082
28 C -0.9606 -1.3927 4.4456  C27 1.385, C29 1.393, H72 1.084
29 C -1.4265 -0.8447 3.2529  C24 1.397, C28 1.393, H73 1.081
30 C -0.0574 1.4524 0.3699  P5 2.002, C31 1.397, C35 1.398
31 C 1.1682 1.7809 0.9551  C30 1.397, C32 1.394, H74 1.073
32 C 2.3314 1.8403 0.1890  C31 1.394, C33 1.389, H75 1.082
33 C 2.2501 1.5758 -1.1725  C32 1.389, N34 1.329, H76 1.088
34 N 1.1049 1.2691 -1.7735  C33 1.329, C35 1.338
35 C 0.0079 1.2281 -1.0080  C30 1.398, N34 1.338, H77 1.086
36 H -2.4576 5.3948 -0.9983  C1 1.089
37 H -3.0118 4.3869 -2.3461  C1 1.093
38 H -3.8787 4.3673 -0.7949  C1 1.093
39 H -4.2616 1.8453 -1.5254  O4 0.960
40 H -3.6780 0.1017 2.5412  C6 1.094
41 H -3.6180 1.7636 2.9116  C6 1.092
42 H -5.6842 1.4522 2.2381  C7 1.098
43 H -5.1365 2.1553 0.7743  C7 1.095
44 H -5.2152 -0.8541 1.1836  C8 1.095
45 H -6.7085 0.0242 0.9181  C8 1.092
46 H -4.8389 -0.6704 -0.9298  O9 0.959
47 H -2.8055 -1.0954 0.7972  C10 1.093
48 H -2.2514 -0.4080 -0.6841  C10 1.090
49 H -0.0559 -1.0646 1.2112  C11 1.093
50 H -0.2248 -1.4513 -0.5019  C11 1.094
51 H 2.1634 -3.0186 1.8602  C14 1.090
52 H 1.8328 -2.6195 0.1849  C14 1.087
53 H 2.3124 -4.2680 0.6200  C14 1.095
54 H 0.2920 -3.6096 3.6379  C15 1.089
55 H 0.0227 -5.3337 3.2580  C15 1.090
56 H -1.3296 -4.1862 3.2766  C15 1.091
57 H -1.3660 -5.4847 -0.2356  C16 1.090
58 H -0.2911 -6.3574 0.8618  C16 1.091
59 H 0.3599 -5.6020 -0.5963  C16 1.092
60 H -2.0142 2.9618 3.1327  C17 1.094
61 H -2.7288 3.5530 1.6592  C17 1.099
62 H 0.2857 5.2328 2.9711  C19 1.102
63 H -1.4829 5.1037 3.2520  C19 1.097
64 H 0.7179 7.2206 2.1644  C21 1.102
65 H -0.3683 7.9528 0.9843  C21 1.090
66 H -0.8962 9.1724 2.8615  C22 1.093
67 H -2.1259 7.8989 2.9085  C22 1.092
68 H 0.0711 7.1259 4.2698  O23 0.961
69 H -0.0881 2.2227 3.5463  C25 1.079
70 H 0.7618 1.2649 5.5994  C26 1.084
71 H 0.2019 -1.0831 6.2205  C27 1.082
72 H -1.2311 -2.4085 4.7102  C28 1.084
73 H -2.0590 -1.4660 2.6343  C29 1.081
74 H 1.2401 1.9996 2.0033  C31 1.073
75 H 3.2799 2.0911 0.6462  C32 1.082
76 H 3.1524 1.6121 -1.7798  C33 1.088
77 H -0.8959 0.9666 -1.5506  C35 1.086
78 C 2.4618 -0.6331 -4.2204  C79 1.525, H87 1.091, H88 1.088, H89 1.091
79 C 2.6923 -1.5053 -2.9907  C78 1.525, C80 1.510, H90 1.089, H91 1.092
80 C 3.9791 -2.2927 -2.9239  C79 1.510, N81 1.520, H92 1.091, H93 1.091
81 N 4.1463 -3.5112 -3.8174  C80 1.520, C82 1.491, C83 1.509, C86 1.518
82 C 5.3931 -4.1885 -3.3579  N81 1.491, H94 1.087, H95 1.087, H96 1.087
83 C 2.9743 -4.4554 -3.7093  N81 1.509, C84 1.517, H97 1.090, H98 1.088
84 C 2.0220 -4.0412 -4.8152  C83 1.517, C85 1.536, H99 1.087, H100 1.088
85 C 2.9497 -3.6219 -5.9648  C84 1.536, C86 1.535, H101 1.087, H102 1.089
86 C 4.2609 -3.1865 -5.2958  N81 1.518, C85 1.535, H103 1.086, H104 1.087
87 H 2.5222 -1.1682 -5.1691  C78 1.091
88 H 1.4712 -0.1874 -4.1573  C78 1.088
89 H 3.1823 0.1858 -4.2549  C78 1.091
90 H 1.8389 -2.1536 -2.7954  C79 1.089
91 H 2.7187 -0.8391 -2.1253  C79 1.092
92 H 4.0774 -2.6955 -1.9149  C80 1.091
93 H 4.8449 -1.6584 -3.1215  C80 1.091
94 H 5.2663 -4.4979 -2.3239  C82 1.087
95 H 6.2221 -3.4904 -3.4398  C82 1.087
96 H 5.5736 -5.0577 -3.9844  C82 1.087
97 H 3.3653 -5.4565 -3.8883  C83 1.090
98 H 2.5644 -4.3995 -2.7031  C83 1.088
99 H 1.3954 -3.2093 -4.5049  C84 1.087
100 H 1.3539 -4.8551 -5.0884  C84 1.088
101 H 2.5154 -2.8310 -6.5708  C85 1.087
102 H 3.1449 -4.4611 -6.6311  C85 1.089
103 H 4.5055 -2.1336 -5.3979  C86 1.086
104 H 5.0942 -3.7692 -5.6792  C86 1.087

Löwdin atomic charge list, values in e, 99 entries: -0.074, -0.016, -0.683, 0.095, 0.799, -0.259, -0.214, -0.261, -0.080, -0.237, -0.290, -0.225, 0.401, -0.152, -0.160, -0.160, -0.273, -0.139, -0.267, -0.092, -0.223, -0.233, -0.072, -0.218, -0.104, -0.094, -0.112, -0.107, -0.105, -0.193, -0.053, -0.070, -0.209, 0.057, -0.163, 0.085, 0.087, 0.088, 0.088, 0.064, 0.068, 0.101, 0.103, 0.110, 0.106, 0.075, 0.069, 0.062, 0.097, 0.099, 0.033, 0.006, 0.017, 0.020, 0.028, 0.035, 0.029, 0.024, 0.007, 0.074, 0.094, 0.131, 0.140, 0.128, 0.125, 0.112, 0.123, 0.064, 0.080, 0.094, 0.092, 0.082, 0.089, 0.081, 0.090, 0.086, 0.098, -0.081, -0.222, -0.113, -0.266, 0.005, -0.088, -0.132, -0.131, -0.081, 0.045, 0.079, 0.086, 0.103, 0.097, 0.131, 0.142, 0.114, 0.115, 0.109, 0.137, 0.138, 0.105

---

An isolated ion of composition C5H8N and charge +1 in a non-equilibrium geometry, computed with ωB97M-V/def2-TZVPD.

## Properties
SMILES: C=[N+]1[C@@H]2C[C@@]21C
Multiplicity: 1
HOMO-LUMO gap, eV: 9.923
Charge: +1

Each atom is followed by the atoms it is bonded to, with distances in Å.
Atoms and positions in Å:
1 C -2.1710 -0.4615 -0.3496  N2 1.324, H7 1.115, H8 1.077
2 N -1.0401 0.1710 -0.0791  C1 1.324, C3 1.489, C5 1.391
3 C -0.3982 1.2190 0.7609  N2 1.489, C4 1.525, C5 1.552, H9 1.014
4 C 0.6035 1.6360 -0.3100  C3 1.525, C5 1.534, H10 1.075, H11 1.080
5 C 0.3509 0.1421 -0.0686  N2 1.391, C3 1.552, C4 1.534, C6 1.516
6 C 1.1577 -1.1269 0.1216  C5 1.516, H12 1.069, H13 1.077, H14 1.072
7 H -2.0430 -1.2013 -1.1736  C1 1.115
8 H -3.2036 -0.2098 -0.1757  C1 1.077
9 H -0.5295 1.4697 1.7350  C3 1.014
10 H 0.1546 2.1783 -1.1225  C4 1.075
11 H 1.6662 1.7784 -0.1840  C4 1.080
12 H 1.7010 -1.5412 -0.7011  C6 1.069
13 H 0.4947 -1.9361 0.3787  C6 1.077
14 H 1.9744 -1.0888 0.8146  C6 1.072

And the Löwdin charges, in e, turn out to be: 0.215, 0.010, 0.059, 0.055, -0.249, 0.037, 0.128, 0.110, 0.121, 0.113, 0.130, 0.088, 0.088, 0.093